# 1
{"formula": "C4H10N2O2", "method": "ωB97M-V/def2-TZVPD", "symbols": ["C", "C", "O", "N", "H", "H", "H", "H", "H", "C", "C", "O", "N", "H", "H", "H", "H", "H"], "coordinates": [[2.1206, -0.8620, -0.0653], [1.2174, -1.8415, 0.5009], [1.0439, -2.9664, 0.1386], [0.3172, -1.4362, 1.4946], [2.8417, -1.2466, -0.8636], [2.7763, -0.2564, 0.5207], [-0.2351, -2.0991, 1.9156], [0.3544, -0.5082, 1.9585], [1.5349, -0.1298, -0.6591], [-1.5006, 0.9612, -1.5922], [-0.7086, 1.5019, -0.3530], [0.3455, 2.1406, -0.2351], [-1.5439, 1.3869, 0.7718], [-2.6113, 1.1578, -1.4859], [-1.3029, 0.0111, -2.0441], [-1.2317, 1.6596, 1.6439], [-2.2676, 0.8410, 0.7609], [-1.1503, 1.6861, -2.4074]], "gap_ev": 10.513, "e_above_lowest_kcal_mol": 39.4, "homo_energy_ev": -9.84, "smiles": "CC(N)=O.CC(N)=O", "fmax_ev_per_a": 6.27, "spin_multiplicity": 1}



# 2
{"formula": "C32H69F9I2NO23PS8", "method": "ωB97M-V/def2-TZVPD", "symbols": ["C", "C", "I", "C", "I", "C", "O", "C", "C", "O", "C", "C", "C", "O", "C", "C", "C", "F", "F", "C", "F", "F", "S", "F", "F", "F", "F", "F", "S", "C", "O", "O", "P", "N", "H", "H", "H", "H", "H", "H", "H", "H", "H", "H", "H", "H", "H", "H", "H", "H", "H", "H", "H", "H", "H", "O", "S", "O", "O", "C", "C", "C", "H", "H", "H", "H", "H", "H", "H", "H", "O", "S", "O", "O", "C", "C", "C", "H", "H", "H", "H", "H", "H", "H", "H", "O", "S", "O", "O", "C", "C", "C", "H", "H", "H", "H", "H", "H", "H", "H", "O", "S", "O", "O", "C", "C", "C", "H", "H", "H", "H", "H", "H", "H", "H", "O", "S", "O", "O", "C", "C", "C", "H", "H", "H", "H", "H", "H", "H", "H", "O", "S", "O", "O", "C", "C", "C", "H", "H", "H", "H", "H", "H", "H", "H"], "coordinates": [[-2.1192, -1.8580, 0.6806], [-3.1891, -2.1814, -0.5195], [-4.7018, -3.7665, -0.2024], [-3.1769, -1.4081, -1.8019], [-4.7379, -2.0120, -3.2761], [-2.1179, -0.2176, -2.1953], [-2.5343, 0.3089, -3.5308], [-1.6792, -0.2335, -4.6006], [-0.2325, 0.5160, -4.7807], [0.9029, -0.2090, -4.1193], [2.1407, 0.5368, -4.3918], [2.7785, -0.1451, -5.7803], [2.9462, -1.7988, -5.6271], [2.0136, -2.6860, -6.0110], [3.2565, 0.5047, -3.1922], [2.6476, 0.4628, -1.6712], [2.7038, -1.0785, -1.0190], [2.5045, -1.9740, -2.2209], [1.4909, -1.1288, -0.1189], [4.1187, -1.3171, -0.2432], [5.1561, -1.5482, -1.3170], [4.6196, -0.1315, 0.5255], [4.2052, -2.7781, 0.9088], [2.9607, -3.6542, 0.1323], [3.1707, -2.0891, 2.0875], [5.5320, -2.0112, 1.7524], [5.4256, -3.4762, -0.1314], [4.4146, -4.1212, 1.9632], [-2.6771, -0.0002, -6.2131], [-2.6502, -1.6229, -7.1483], [-4.1706, 0.3302, -5.8257], [-2.1878, 1.2091, -7.0540], [-2.0394, 1.2355, -0.9569], [-1.5856, 2.6564, -1.6143], [-1.1654, -1.2786, 0.3224], [-2.6700, -1.1803, 1.4880], [-1.8609, -2.8686, 1.2605], [-1.0501, -0.7229, -2.3045], [-1.4595, -1.3802, -4.4656], [-0.3067, 1.6471, -4.4234], [0.0810, 0.5726, -5.9292], [1.9691, 1.6732, -4.6662], [3.7909, 0.3772, -6.1088], [2.0434, 0.0008, -6.7091], [3.9580, -2.1856, -5.1830], [4.0737, -0.3381, -3.4095], [3.8629, 1.5296, -3.2776], [1.4797, 0.7002, -1.7442], [3.0903, 1.2775, -0.9583], [-3.6902, -2.2053, -7.0804], [-2.3224, -1.4017, -8.2501], [-1.8228, -2.3211, -6.6483], [-0.9991, 0.9031, 0.0233], [-3.3521, 1.3051, -0.3014], [-1.4293, 2.4973, -2.6352], [-7.1077, -6.2362, 0.0523], [-8.0843, -7.1747, -0.4577], [-7.9123, -7.8490, -1.7274], [-9.5563, -6.4771, -0.4314], [-9.7285, -5.2243, -1.0770], [-9.8513, -5.3883, -2.5801], [-8.3972, -8.3996, 0.7889], [-8.9162, -4.5367, -0.8183], [-10.6555, -4.7889, -0.6883], [-8.9074, -5.7286, -3.0160], [-10.1191, -4.4388, -3.0522], [-10.6105, -6.1367, -2.8285], [-8.5854, -7.8966, 1.7391], [-7.5127, -9.0341, 0.8691], [-9.2589, -8.9986, 0.4880], [2.6210, 1.0937, 6.8306], [4.0474, 1.3327, 6.7758], [4.5973, 2.6239, 6.4199], [4.7420, 0.1931, 5.8416], [4.2487, -0.0022, 4.5246], [4.7629, 1.0647, 3.5768], [4.7662, 0.8238, 8.3175], [3.1542, -0.0428, 4.5195], [4.6091, -0.9810, 4.1899], [4.3418, 2.0440, 3.8227], [4.4903, 0.8289, 2.5442], [5.8517, 1.1543, 3.6465], [4.4012, -0.1746, 8.5650], [4.4594, 1.5364, 9.0853], [5.8535, 0.8276, 8.2193], [-3.2736, 0.1100, 3.1725], [-4.4563, 0.4015, 3.9542], [-5.5720, 1.1476, 3.4111], [-4.0072, 1.0842, 5.3635], [-3.1733, 2.2329, 5.3292], [-3.9658, 3.4826, 4.9952], [-5.0759, -1.1182, 4.6317], [-2.3425, 2.0916, 4.6297], [-2.7382, 2.3423, 6.3285], [-4.3330, 3.4507, 3.9652], [-3.3442, 4.3758, 5.1054], [-4.8401, 3.5741, 5.6475], [-4.2500, -1.6612, 5.0949], [-5.4991, -1.7051, 3.8145], [-5.8510, -0.8886, 5.3653], [-2.4032, -3.9930, -10.1723], [-1.1852, -3.6799, -10.8887], [-0.8605, -2.3300, -11.2996], [-1.0605, -4.6640, -12.1810], [-2.1419, -4.7238, -13.0990], [-2.1436, -3.5271, -14.0313], [0.1913, -4.3343, -9.9781], [-3.0973, -4.8168, -12.5717], [-2.0098, -5.6366, -13.6899], [-2.3724, -2.6061, -13.4870], [-2.8936, -3.6504, -14.8178], [-1.1606, -3.3936, -14.4939], [-0.0211, -5.3718, -9.7137], [0.3147, -3.7348, -9.0744], [1.0889, -4.2658, -10.5957], [-1.3487, 6.0021, 5.6381], [-0.3493, 6.8442, 6.2600], [-0.1862, 6.9103, 7.6971], [-0.4954, 8.3596, 5.6801], [-1.7606, 8.9995, 5.7563], [-2.0319, 9.5254, 7.1531], [1.2293, 6.4802, 5.5335], [-2.5588, 8.3273, 5.4238], [-1.7359, 9.8415, 5.0561], [-2.1618, 8.7036, 7.8634], [-2.9416, 10.1324, 7.1679], [-1.1931, 10.1314, 7.5098], [1.1278, 6.4855, 4.4467], [1.5396, 5.4915, 5.8765], [1.9511, 7.2311, 5.8608], [9.2264, 1.0335, 6.0526], [9.5634, 2.2887, 6.6897], [8.9150, 2.7316, 7.9061], [9.4783, 3.4845, 5.5866], [8.2784, 3.6430, 4.8444], [7.2100, 4.3437, 5.6621], [11.3203, 2.3426, 6.9401], [7.9211, 2.6782, 4.4689], [8.5212, 4.2587, 3.9715], [6.8714, 3.7122, 6.4888], [6.3419, 4.5823, 5.0411], [7.5999, 5.2680, 6.1001], [11.8185, 2.0655, 6.0093], [11.5718, 1.6293, 7.7270], [11.6030, 3.3512, 7.2478]], "gap_ev": 5.765, "homo_energy_ev": -8.39, "fmax_ev_per_a": 8.29, "spin_multiplicity": 1}



# 3
{"formula": "C26H45ClHoNOP", "method": "ωB97M-V/def2-TZVPD", "symbols": ["Ho", "P", "Cl", "C", "H", "H", "C", "C", "C", "H", "C", "H", "H", "C", "H", "H", "C", "H", "H", "C", "H", "H", "H", "H", "C", "C", "H", "C", "H", "H", "C", "H", "H", "C", "H", "H", "C", "H", "H", "H", "H", "C", "H", "C", "H", "H", "C", "H", "H", "C", "H", "H", "C", "H", "H", "H", "H", "C", "C", "H", "C", "H", "C", "H", "H", "C", "H", "H", "C", "H", "H", "H", "H", "O", "C", "N"], "coordinates": [[3.0136, 1.8478, 2.6657], [-0.2237, 0.3520, -0.0839], [1.8419, 3.8555, 1.9126], [-1.1920, -0.4820, 1.2926], [-0.7352, -0.0729, 2.2163], [-2.2015, -0.0477, 1.2223], [1.6523, 0.6912, -0.0395], [-0.9437, 2.0648, -0.1770], [2.2007, 0.7336, -1.4868], [1.7045, 1.7363, 0.3748], [3.7120, 0.9685, -1.5651], [1.9716, -0.2168, -1.9924], [1.6961, 1.5158, -2.0792], [4.5009, 0.0150, -0.6678], [4.0264, 0.8519, -2.6115], [3.9273, 2.0128, -1.2997], [3.9885, 0.1756, 0.7785], [4.3883, -1.0250, -0.9995], [5.5682, 0.2622, -0.7131], [2.4983, -0.2188, 0.8667], [4.5705, -0.4229, 1.4838], [4.1970, 1.2919, 0.9686], [2.3642, -1.2583, 0.5444], [2.0988, -0.2281, 1.9267], [-0.7295, -0.6537, -1.5596], [-2.4569, 2.0699, -0.4540], [-0.7684, 2.4257, 0.8541], [-3.0401, 3.4866, -0.3395], [-2.6527, 1.6763, -1.4631], [-2.9916, 1.4128, 0.2431], [-2.3079, 4.5057, -1.2177], [-4.1020, 3.4573, -0.6072], [-2.9780, 3.8048, 0.7094], [-0.7863, 4.4559, -1.0383], [-2.5545, 4.3245, -2.2727], [-2.6642, 5.5148, -0.9840], [-0.2083, 3.0351, -1.1231], [-0.3005, 5.0803, -1.7984], [-0.5164, 4.8770, -0.0588], [-0.2771, 2.6691, -2.1606], [0.8593, 3.0996, -0.8762], [0.0788, -1.9565, -1.7017], [-1.7655, -0.9368, -1.2938], [-0.5871, -2.8920, -2.7159], [1.0988, -1.7325, -2.0442], [0.1778, -2.4718, -0.7384], [-0.8023, -2.2185, -4.0780], [0.0311, -3.7900, -2.8334], [-1.5571, -3.2165, -2.3129], [-1.4578, -0.8354, -3.9664], [0.1657, -2.1202, -4.5884], [-1.4241, -2.8641, -4.7083], [-0.7981, 0.0698, -2.9137], [-1.4313, -0.3283, -4.9377], [-2.5159, -0.9631, -3.6976], [0.2167, 0.3384, -3.2462], [-1.3647, 1.0079, -2.8367], [0.0858, -2.6092, 1.7947], [-1.2891, -1.9525, 1.3999], [0.8984, -2.5550, 1.0680], [-2.4067, -2.3887, 2.3761], [-1.5616, -2.3787, 0.4183], [-1.9510, -2.4558, 3.8273], [-3.2660, -1.7126, 2.2957], [-2.7476, -3.3872, 2.0744], [-0.8578, -3.5022, 4.0196], [-1.5624, -1.4833, 4.1561], [-2.8001, -2.7003, 4.4775], [0.3350, -3.2905, 3.0449], [-0.4875, -3.4587, 5.0495], [-1.2816, -4.5024, 3.8535], [1.1164, -2.7269, 3.5952], [0.7922, -4.2708, 2.8309], [0.1010, -0.4398, 5.2252], [0.9185, 0.2056, 4.6484], [1.7491, 0.8749, 4.0676]], "gap_ev": [2.805, 3.648], "homo_energy_ev": [-0.66, -1.51], "fmax_ev_per_a": 3.99, "charge": -1, "spin_multiplicity": 5}



# 4
{"formula": "C13H13BCl3N2O4", "method": "ωB97M-V/def2-TZVPD", "symbols": ["Cl", "B", "Cl", "Cl", "O", "C", "C", "C", "C", "C", "C", "C", "H", "H", "H", "H", "H", "H", "C", "N", "C", "O", "C", "C", "O", "N", "C", "C", "O", "H", "H", "H", "H", "H", "H", "H"], "coordinates": [[-0.0213, 2.3528, 3.1563], [-0.5164, 0.6728, 2.6168], [-0.7771, -0.4073, 4.1485], [-2.0391, 0.6528, 1.5441], [0.6080, 0.0186, 1.8288], [0.6278, -1.2123, 1.4798], [1.5567, -1.6703, 0.4676], [1.4468, -2.9331, -0.1696], [2.4311, -3.3728, -1.0492], [3.5519, -2.5710, -1.3143], [3.6493, -1.2964, -0.7359], [2.6594, -0.8388, 0.1304], [-0.1589, -1.8751, 1.8666], [0.5708, -3.5411, 0.0519], [2.3492, -4.3547, -1.5231], [4.3470, -2.9341, -1.9669], [4.5093, -0.6525, -0.9476], [2.7217, 0.1525, 0.5777], [-0.6210, -4.3541, 5.9185], [0.3600, -3.3886, 5.4912], [0.8191, -3.4551, 4.1535], [0.3244, -4.3092, 3.3954], [1.7710, -2.4897, 3.7702], [2.3301, -1.5606, 4.6785], [3.2307, -0.7463, 4.4145], [1.7546, -1.5364, 5.9696], [2.2253, -0.5330, 6.8874], [0.7828, -2.4327, 6.4227], [0.3215, -2.3816, 7.5667], [-0.8834, -4.1224, 6.9456], [-1.5056, -4.3098, 5.2782], [-0.1980, -5.3603, 5.8524], [2.1753, -2.5274, 2.7691], [1.6844, -0.6621, 7.8175], [3.2972, -0.6625, 7.0431], [2.0526, 0.4631, 6.4755]], "gap_ev": 5.545, "homo_energy_ev": -4.43, "fmax_ev_per_a": 1.54, "charge": -1, "spin_multiplicity": 1}



# 5
{"formula": "C43H32ClCoO3P2S", "method": "ωB97M-V/def2-TZVPD", "symbols": ["Co", "O", "S", "C", "C", "C", "C", "C", "C", "P", "C", "C", "C", "C", "C", "C", "C", "C", "C", "C", "C", "C", "C", "C", "C", "C", "C", "C", "P", "C", "C", "C", "C", "C", "C", "C", "C", "C", "C", "C", "C", "H", "H", "H", "H", "H", "H", "H", "H", "H", "H", "H", "H", "H", "H", "H", "H", "H", "H", "H", "H", "H", "H", "H", "H", "H", "H", "H", "H", "Cl", "C", "C", "C", "C", "O", "C", "C", "O", "C", "H", "H", "H", "H"], "coordinates": [[0.0140, -0.2577, 1.0877], [-3.1174, 1.1262, 2.4853], [-2.1085, 1.1765, 1.4341], [-3.0578, 0.8131, -0.0833], [-4.0869, 1.6342, -0.5054], [-4.9255, 1.2109, -1.5237], [-4.7718, -0.0534, -2.0700], [-3.7541, -0.8816, -1.6352], [-2.8643, -0.4394, -0.6597], [-1.4810, -1.4913, -0.0950], [-2.3685, -2.6800, 0.9627], [-2.8805, -3.8887, 0.5008], [-3.6010, -4.6981, 1.3622], [-3.8127, -4.3108, 2.6756], [-3.2920, -3.1139, 3.1413], [-2.5688, -2.3007, 2.2892], [-0.9420, -2.4025, -1.5733], [-1.1261, -1.9296, -2.8720], [-0.6013, -2.6323, -3.9425], [0.1657, -3.7663, -3.7259], [0.3982, -4.2109, -2.4333], [-0.1582, -3.5382, -1.3613], [-1.6915, 2.9237, 1.2002], [-2.5788, 3.9307, 1.5365], [-2.1692, 5.2516, 1.4431], [-0.8603, 5.5482, 1.0942], [0.0450, 4.5344, 0.8338], [-0.3762, 3.2071, 0.8470], [0.7353, 1.8163, 0.4264], [2.2869, 2.3756, 1.1876], [3.3302, 2.9580, 0.4793], [4.4557, 3.4024, 1.1517], [4.5552, 3.2428, 2.5229], [3.5210, 2.6503, 3.2318], [2.3893, 2.2152, 2.5693], [0.9134, 2.0134, -1.3752], [1.1564, 3.2488, -1.9693], [1.3381, 3.3335, -3.3364], [1.2591, 2.1967, -4.1234], [0.9788, 0.9707, -3.5430], [0.8049, 0.8787, -2.1737], [-4.2451, 2.5923, -0.0363], [-5.7146, 1.8593, -1.8698], [-5.4506, -0.3970, -2.8345], [-3.6526, -1.8788, -2.0371], [-2.7150, -4.2003, -0.5202], [-4.0082, -5.6315, 1.0031], [-4.3855, -4.9424, 3.3370], [-3.4546, -2.8107, 4.1643], [-2.1642, -1.3676, 2.6596], [-1.6659, -1.0098, -3.0512], [-0.7806, -2.2869, -4.9509], [0.5986, -4.2916, -4.5634], [1.0185, -5.0776, -2.2615], [0.0250, -3.8786, -0.3501], [-3.5672, 3.6806, 1.8909], [-2.8625, 6.0491, 1.6613], [-0.5370, 6.5767, 1.0395], [1.0836, 4.7716, 0.6491], [3.2673, 3.0601, -0.5933], [5.2550, 3.8785, 0.6033], [5.4413, 3.5774, 3.0387], [3.5993, 2.5312, 4.3022], [1.5829, 1.7399, 3.1176], [1.2029, 4.1482, -1.3781], [1.5462, 4.2904, -3.7881], [1.4056, 2.2713, -5.1890], [0.9050, 0.0826, -4.1543], [0.6049, -0.0806, -1.7151], [6.0610, -4.4987, 1.4596], [4.8417, -3.3263, 1.1437], [5.0212, -2.4014, 0.0979], [4.0448, -1.4958, -0.1922], [2.8254, -1.4390, 0.5482], [1.9075, -0.6372, 0.2017], [2.6958, -2.3458, 1.6616], [1.5607, -2.2575, 2.5102], [0.6639, -1.3958, 2.4807], [3.7076, -3.2929, 1.9123], [5.9341, -2.4199, -0.4770], [4.1722, -0.7871, -0.9959], [1.4865, -3.0241, 3.2958], [3.5884, -3.9959, 2.7223]], "gap_ev": [6.331, 7.130], "e_above_lowest_kcal_mol": 22.1, "homo_energy_ev": [-10.18, -10.26], "fmax_ev_per_a": 2.11, "charge": 1, "spin_multiplicity": 2}